Entry from the OMol25 dataset: a cluster of 3 separate species, C4H16N2O2 in total at a distorted geometry (ωB97M-V/def2-TZVPD).

The geometry in XYZ format:
```
24
Properties=species:S:1:pos:R:3:forces:R:3:lowdin_charge:R:1
O 1.707 -1.885 -2.345 -1.21 1.76 1.59 -0.074
O -1.955 1.847 1.953 1.03 3.78 -1.16 -0.102
N 0.057 -0.832 1.698 1.33 0.44 -1.73 0.017
N -1.137 -1.036 -1.752 2.85 -1.39 2.29 0.000
C -1.336 0.082 -0.826 1.43 -1.37 2.45 -0.286
C 0.903 -0.236 0.570 -0.99 1.61 2.52 -0.334
C 2.042 0.498 1.403 -0.94 0.89 -2.32 -0.076
C 0.007 0.771 -0.420 -1.62 -3.44 4.31 -0.103
H -0.417 -0.041 2.124 -0.41 -0.36 -0.04 0.038
H 0.538 0.907 -1.271 1.79 1.43 -2.45 0.059
H 2.643 -0.134 2.029 0.07 -0.64 -0.02 0.059
H -0.288 1.549 0.287 0.59 0.65 -0.76 0.072
H -0.587 -1.476 1.266 -0.56 0.03 0.32 0.042
H 0.852 -1.379 -2.448 0.96 -0.71 0.10 0.019
H -1.988 0.709 -1.336 -0.84 1.72 -1.11 0.078
H -1.926 -0.119 0.127 0.77 -0.34 -0.97 0.107
H -1.865 -1.001 -2.358 -2.41 -0.67 -2.27 0.018
H 2.676 1.048 0.687 0.11 -0.22 0.30 0.071
H 1.389 -1.014 0.039 0.07 -0.83 -0.74 0.084
H -2.331 2.138 1.098 -0.67 -1.34 0.09 0.038
H -0.922 -2.027 -1.420 -0.70 2.17 -0.20 0.121
H 1.609 1.260 2.038 -0.33 0.19 0.25 0.055
H 1.813 -2.397 -3.111 0.16 -1.03 -1.68 -0.005
H -1.484 2.765 1.971 -0.48 -2.32 1.23 0.101
```
Positions in Å, forces in eV/Å.

ΔE to the lowest compared entry with this formula, charge and spin, eV: 1.721
Spin multiplicity: 1
SMILES: C[C@@H](N)CCN.O.O
Max |F|, hartree/bohr: 0.112
Charge: 0
HOMO level, eV: -8.86